Density functional theory data (ωB97M-V/def2-TZVPD) for a structure of composition C14H14IN4S2SeSiZr.

Charge: +1
HOMO: -12.31 eV

```
38
Properties=species:S:1:pos:R:3:nbo_charge:R:1
Zr 0.1007 -1.7161 -0.6745 1.43
S 1.8038 -1.8941 0.9901 -0.09
C 0.6726 -0.7466 1.7353 -0.25
C 1.2617 0.3670 2.3793 -0.08
C 0.4962 1.3161 3.0011 -0.13
C 1.1318 2.4289 3.6553 0.24
N 1.6436 3.3310 4.1474 -0.21
C -0.9112 1.2204 2.9544 -0.10
C -1.4973 0.1795 2.2869 -0.14
C -0.7199 -0.8423 1.6933 -0.22
S -1.6349 -2.1447 0.8973 -0.10
C -1.7335 2.2349 3.5585 0.23
N -2.3917 3.0592 4.0117 -0.21
H 2.3397 0.4511 2.3959 0.25
H -2.5751 0.1160 2.2314 0.26
C 0.1392 3.4104 -3.1330 -1.15
Si 0.1272 2.5522 -1.5040 1.62
C -1.3924 2.9141 -0.5200 -1.15
C 1.6856 2.7969 -0.5446 -1.15
Se 0.0062 0.2545 -2.1015 -0.58
H 0.1872 4.4858 -2.9316 0.26
H -0.7674 3.2140 -3.7059 0.26
H 1.0000 3.1427 -3.7459 0.26
H -1.4042 3.9940 -0.3334 0.26
H -1.3942 2.4111 0.4446 0.24
H -2.3095 2.6533 -1.0477 0.26
H 1.8572 3.8762 -0.4722 0.27
H 2.5570 2.3495 -1.0222 0.26
H 1.6027 2.4064 0.4682 0.24
I 1.7205 -7.6870 -1.3165 0.28
C 0.5930 -5.9858 -1.5558 -0.30
C -0.7660 -5.8955 -1.7424 0.01
N -1.0691 -4.6010 -1.8450 -0.30
N 0.0322 -3.8230 -1.7577 -0.41
C 1.0457 -4.6666 -1.5788 0.00
H -1.5203 -6.6615 -1.8160 0.26
H -1.9748 -4.1967 -2.0201 0.44
H 2.0576 -4.3042 -1.4817 0.25
```